Formula: C18H10AsF5N3PdS4
Source: OMol25
Level of theory: ωB97M-V/def2-TZVPD

Geometry as XYZ:
```
42
C18H10AsF5N3PdS4 | OMol25 | ωB97M-V/def2-TZVPD
Pd -0.3134 -1.9218 1.0629
N 3.7570 5.1519 -5.2716
C 3.3047 4.3774 -4.5522
C 2.7392 3.4085 -3.6523
C 2.2769 3.8100 -2.4010
C 1.7347 2.8733 -1.5385
C 1.6496 1.5358 -1.9113
C 2.1124 1.1431 -3.1633
C 2.6555 2.0711 -4.0341
C 1.0688 0.5271 -0.9759
C -0.3237 0.4764 -0.9159
C -1.2422 1.3855 -1.5201
C -2.4980 1.0127 -1.1087
C -2.3209 -0.1284 -0.2844
N -1.0452 -0.4552 -0.1874
C 1.9830 -0.2404 -0.2527
C 3.4006 -0.2399 -0.4139
C 3.8942 -1.1972 0.4385
C 2.7689 -1.7451 1.1060
N 1.6440 -1.1802 0.7083
H 2.3469 4.8499 -2.1120
H 1.3737 3.1731 -0.5633
H 2.0415 0.1016 -3.4487
H 3.0151 1.7682 -5.0081
H -0.9814 2.2131 -2.1606
H -3.4391 1.4745 -1.3602
H -3.0753 -0.7365 0.1918
H 3.9596 0.3836 -1.0936
H 4.9229 -1.4856 0.5836
H 2.7522 -2.5226 1.8556
S 0.2345 -3.5902 2.5649
As -1.2905 -4.9399 1.7306
S -2.7647 -3.1967 4.3950
S -1.9442 -3.3538 0.3783
S -2.9666 -4.9236 3.3381
F -3.6163 -1.4099 2.6222
C -4.0506 -2.1311 3.6786
F -5.1297 -2.8230 3.2578
C -4.5441 -1.1142 4.7555
F -4.9339 0.0336 4.1931
F -3.5755 -0.8246 5.6336
F -5.5807 -1.6106 5.4351
```

Results
HOMO energy	-4.8	eV
LUMO	1.71	eV
relative energy (zero: lowest compared OMol25 entry of this formula, charge and spin)	0.0	kcal/mol
energy	-144550.411	eV
total charge	-1